Below is a structure of composition C4H7O4Pb, with properties calculated with ωB97M-V with the def2-TZVPD basis set.

Calculated values
electronic energy = -650.3652 Eh
total charge = 0
spin multiplicity = 2
highest occupied orbital energy (spin up / spin down) = -5.16 / -10.35 eV

Each line ends with the Mulliken charge.
Atoms and positions in Å:
O 1.1473 0.1822 1.3710  -0.4143
C 0.4988 -1.0410 1.0558  -0.4649
C -0.2980 -0.8503 -0.2210  -0.4451
O -0.9919 0.3905 -0.1137  -0.2301
C -1.9345 0.6088 -1.1543  -0.7450
Pb 0.0396 2.0436 0.9942  0.3792
H -0.1613 -1.2812 1.8989  0.3141
H 1.2260 -1.8546 0.9339  0.3469
H -1.0171 -1.6724 -0.3516  0.4291
H 0.3618 -0.8136 -1.1037  0.3426
H -2.7136 -0.1655 -1.1216  0.2876
H -2.3862 1.5929 -0.9891  0.2598
H -1.4327 0.5912 -2.1329  0.3343
O 2.1220 1.8187 0.1996  -0.6027
C 2.3406 0.6263 0.5036  0.7566
O 3.1990 -0.1757 0.2310  -0.5481